Record 1
C38H38IrN5O2PS2 as an isolated structure. Source: the OMol25 dataset; level of theory: the ωB97M-V functional and the def2-TZVPD basis.

Cartesian coordinates (Å):
Ir (0.95689, 0.23366, -0.89434)
S (2.84359, 0.65756, -2.71884)
S (2.73359, 1.96916, -0.16874)
P (0.86299, -2.16244, -1.11144)
O (-1.01951, 1.23826, 5.34536)
O (-3.47131, -0.33554, -1.11104)
N (5.11679, 4.83186, -0.75724)
N (-1.32561, 0.20416, -1.21254)
N (4.43729, 3.39746, -4.78234)
N (0.98159, -0.01304, 1.48336)
N (-1.51691, 2.86146, 3.86066)
C (-3.79781, 2.61146, 4.81026)
C (-0.14831, 2.75526, -2.29654)
C (1.65619, -3.73264, 2.55486)
C (1.69479, -2.95624, 0.28246)
C (4.33239, 3.20596, -3.65484)
C (1.82889, -2.72304, -5.00344)
C (2.51109, -3.93044, -5.00824)
C (-2.48151, 3.66566, 1.74986)
C (3.33119, 2.01136, -1.77694)
C (-2.02111, -5.00754, -1.02534)
C (-1.62211, 2.39696, -2.40784)
C (3.75249, -3.50744, 1.39696)
C (0.98369, -3.28524, 1.43376)
C (1.53379, 1.07566, 3.96446)
C (-3.22241, -4.31714, -1.05244)
C (3.03829, -3.84054, 2.53876)
C (4.11629, 3.04066, -2.27614)
C (0.26389, 1.21266, 3.40446)
C (-2.50021, 3.41126, 4.78866)
C (2.17279, -0.18774, 2.05246)
C (4.64799, 4.03546, -1.43874)
C (2.69429, -4.63344, -3.82724)
C (1.34499, -2.21324, -3.81404)
C (-3.21971, -2.93824, -1.08204)
C (-0.83551, -4.29664, -1.03014)
C (2.21209, -4.12794, -2.63294)
C (3.08689, -3.05044, 0.27436)
C (-2.19891, -0.74214, -1.14014)
C (-3.50461, 1.07986, -1.25034)
C (-2.02201, 1.49706, -1.22784)
C (1.53839, -2.91034, -2.62374)
C (2.48789, 0.32866, 3.29626)
C (0.03399, 0.62266, 2.16806)
C (-2.02641, -2.19944, -1.09604)
C (-0.81171, -2.90174, -1.06654)
C (-0.82431, 1.78736, 4.27726)
C (-2.48281, 3.65686, -2.42764)
C (-1.24841, 3.59576, 2.64626)
H (-0.09171, -3.17854, 1.44486)
H (3.21869, -5.57794, -3.83384)
H (3.56149, -4.16634, 3.42346)
H (-2.05761, 3.39136, 5.78806)
H (-4.00151, 1.31816, -2.19654)
H (-4.15651, -2.40634, -1.11034)
H (2.91179, -4.31674, -5.93274)
H (2.37439, -4.66954, -1.71164)
H (-3.59141, 1.58396, 5.09486)
H (-1.74941, 2.02636, -0.30634)
H (-2.36581, 4.21646, -1.50484)
H (-3.53571, 3.42466, -2.55654)
H (1.10029, -3.99894, 3.44066)
H (-1.78111, 1.85026, -3.34214)
H (2.88819, -0.76984, 1.48886)
H (1.74619, 1.52296, 4.92376)
H (-4.29651, 2.61786, 3.84426)
H (0.82879, -1.26194, -3.78574)
H (-0.94861, 0.63076, 1.71576)
H (-2.18001, 4.30206, -3.24624)
H (-4.47101, 3.04296, 5.54456)
H (-2.69181, 4.44686, 4.50906)
H (4.82809, -3.60194, 1.38356)
H (0.19159, 3.27926, -3.18504)
H (0.05049, 3.37506, -1.42204)
H (0.10209, -4.83194, -0.99394)
H (-4.16111, -4.84754, -1.04234)
H (-2.01021, -6.08754, -0.99204)
H (0.43069, 1.81366, -2.22444)
H (-2.86451, 2.66546, 1.55976)
H (-0.93151, 4.61366, 2.90166)
H (-2.22661, 4.14526, 0.80916)
H (3.63589, -2.75234, -0.60964)
H (-4.09181, 1.50386, -0.43504)
H (1.68209, -2.17564, -5.92224)
H (-3.26981, 4.25066, 2.21346)
H (3.45549, 0.14426, 3.73486)
H (-0.42551, 3.10586, 2.12016)

* frontier orbital gap (alpha / beta): 5.95 / 5.85 eV
* HOMO level (alpha / beta): -10.5454 / -10.5358 eV
* energy above the lowest of the compared OMol25 structures with the same formula, charge and spin: 101.6 kJ/mol
* charge: +1
* 2S+1: 1

Table of Mulliken atomic charges, one value per atom, all in e: Ir 2.890; S -0.239; S -0.427; P 0.296; O -0.624; O -0.471; N -0.448; N -0.012; N -0.444; N 0.448; N 0.249; C -1.080; C -0.474; C -0.818; C 0.359; C -0.105; C -0.831; C -0.596; C -0.844; C 0.904; C -0.892; C 0.280; C -0.765; C -0.672; C -0.759; C -0.796; C -0.647; C 0.264; C 0.435; C -0.838; C -0.501; C -0.092; C -0.859; C -0.776; C -1.285; C -0.546; C -0.255; C -0.626; C 0.787; C -0.543; C 0.765; C 0.926; C -1.339; C -0.535; C 0.455; C 0.479; C 0.203; C -1.444; C -0.633; H 0.436; H 0.451; H 0.444; H 0.457; H 0.358; H 0.514; H 0.420; H 0.426; H 0.316; H -0.747; H 0.263; H 0.417; H 0.489; H 0.317; H 0.648; H 0.540; H 0.265; H 0.356; H 0.654; H 0.448; H 0.390; H 0.404; H 0.458; H 0.519; H 0.268; H 0.350; H 0.438; H 0.481; H -0.574; H 0.239; H 0.275; H 0.155; H 0.517; H 0.269; H 0.465; H 0.498; H 0.517; H 0.336

Record 2
C6H9N in the gas phase. Source: the OMol25 dataset; level of theory: the ωB97M-V functional and the def2-TZVPD basis.

Cartesian coordinates (Å):
N (1.95970, -0.65889, -1.25396)
C (-1.54933, 0.46358, 0.65009)
C (1.29744, -1.87950, -0.78543)
C (0.93675, -0.56974, -0.21586)
C (-1.65916, -0.70658, 0.19068)
C (-0.33277, 0.13201, -0.62361)
C (-1.60757, 1.74953, 1.36161)
H (-0.14808, 1.21723, -0.64325)
H (-1.84264, 2.57729, 0.68580)
H (2.88994, -0.57769, -0.85343)
H (1.25617, -0.37003, 0.80745)
H (-2.39700, 1.69027, 2.11643)
H (-0.61720, -0.11593, -1.64729)
H (-0.66513, 1.96736, 1.87334)
H (0.62611, -2.34397, -1.50344)
H (1.85277, -2.57492, -0.15913)

* frontier orbital gap: 10.53 eV
* HOMO level: -9.6593 eV
* energy above the lowest of the compared OMol25 structures with the same formula, charge and spin: 509.4 kJ/mol
* 2S+1: 1

Table of Mulliken atomic charges, one value per atom, all in e: N -0.594; C 0.928; C -0.432; C 0.024; C -1.044; C -0.507; C -1.085; H 0.337; H 0.325; H 0.245; H 0.373; H 0.317; H 0.308; H 0.308; H 0.212; H 0.285

Record 3
A 5-piece molecular cluster, C29H64FN6O5 overall. Source: the OMol25 dataset; level of theory: the ωB97M-V functional and the def2-TZVPD basis.

Cartesian coordinates (Å):
F (-6.59849, -7.29159, 0.12580)
O (5.19333, -0.59672, -1.00934)
O (-0.43036, -4.08946, -1.52474)
O (4.30405, 7.85867, 4.18191)
O (4.38303, 2.85883, 1.86553)
O (-8.20900, -3.94650, -3.90839)
N (6.78580, 3.45964, 0.37969)
N (-10.51892, -4.76872, -2.37775)
N (-4.72536, -2.78740, -1.19671)
N (4.08403, -1.76609, 1.38507)
N (0.49407, -1.97213, -0.88959)
N (4.76226, 9.77983, 2.07477)
C (-1.09377, -0.12634, 0.06857)
C (5.03796, -2.00890, -0.90063)
C (-2.39128, -0.74815, -0.66217)
C (0.06182, -1.23723, 0.34011)
C (-8.12178, -4.58991, -5.17134)
C (5.00778, -2.54089, 0.54702)
C (-3.69013, -0.88698, 0.29231)
C (5.43366, 5.48632, 0.35427)
C (6.52379, -0.13639, -0.83846)
C (-9.33110, -3.07520, -3.76568)
C (-4.10705, -3.47739, 1.26481)
C (-5.18243, -4.14095, -1.51400)
C (-4.58085, -4.92591, 0.97138)
C (4.31364, 3.17561, 0.47723)
C (3.98664, 3.91284, 2.72774)
C (-5.11794, -5.29868, -0.46367)
C (-6.06511, -6.94442, -2.30319)
C (6.37690, -2.57561, 1.21766)
C (-10.66472, -3.78973, -3.46457)
C (1.10705, -4.32840, 0.39534)
C (0.34396, -3.45653, -0.72593)
C (5.48905, 7.20402, 4.60376)
C (5.49533, 4.01658, -0.04909)
C (6.58210, 10.05762, 3.67099)
C (4.27079, 9.25685, 4.45957)
C (5.07200, 10.12658, 3.46915)
C (-11.27783, -4.48484, -4.67566)
C (-5.55979, -6.80451, -0.76580)
C (-4.19937, -2.41893, 0.11950)
H (-3.48351, -0.63018, 1.39563)
H (0.72970, -5.40368, 0.35786)
H (-5.56507, -4.33073, -2.57657)
H (4.86553, 8.76844, 1.98377)
H (3.14636, -1.84034, 0.99254)
H (-8.68639, -5.52324, -5.15560)
H (6.34673, -3.22039, 2.10267)
H (5.88158, 7.61987, 5.53626)
H (2.22977, -4.31929, 0.16441)
H (5.79282, -2.52662, -1.50477)
H (-9.09318, -2.43255, -2.91099)
H (6.84272, 10.12228, 4.73033)
H (5.25461, 6.14951, 4.76599)
H (4.56804, 9.44974, 5.49756)
H (-11.23095, -3.84825, -5.56265)
H (-0.07780, -1.74739, -1.71659)
H (-9.72325, -5.36410, -2.61017)
H (6.72138, 0.04843, 0.21902)
H (-8.46579, -3.94700, -5.98622)
H (4.64382, -3.57405, 0.50534)
H (-0.57840, 0.70546, -0.55398)
H (-7.07469, -4.84602, -5.34987)
H (7.06910, 10.89502, 3.15972)
H (-1.36174, 0.39024, 1.07177)
H (3.76885, 9.93650, 1.91214)
H (4.42596, 5.88959, 0.22609)
H (5.45586, 3.98140, -1.14361)
H (5.74214, 5.65681, 1.38808)
H (-4.49891, -0.18865, -0.11274)
H (-5.13290, -6.79722, -2.96496)
H (4.32903, 2.21084, -0.04209)
H (3.64736, 3.47233, 3.66792)
H (6.87204, 2.51447, 0.01120)
H (-9.41591, -2.41300, -4.63556)
H (-4.76682, -2.05126, -1.92060)
H (6.70747, -1.59293, 1.56020)
H (-6.86538, -6.14358, -2.47607)
H (6.73579, 3.32133, 1.38973)
H (-2.59229, -0.17407, -1.63892)
H (0.99196, -0.65540, 0.71631)
H (-0.34008, -1.90739, 1.17749)
H (6.24244, 7.25230, 3.81547)
H (4.06903, -2.23091, -1.36144)
H (-4.50127, -5.70361, 1.81525)
H (3.34941, 3.64053, 0.23666)
H (7.02423, 9.14564, 3.26428)
H (3.16902, 4.50549, 2.30698)
H (7.13714, -2.97753, 0.54348)
H (6.62136, 0.81848, -1.36011)
H (4.77231, 11.16715, 3.63594)
H (-6.45966, -8.01953, -2.41081)
H (-4.63753, -7.49556, -0.66677)
H (4.84255, 4.54928, 2.95732)
H (0.89925, -3.90817, 1.44144)
H (3.21649, 9.54337, 4.38257)
H (6.10820, 6.07806, -0.27401)
H (-11.37641, -3.02320, -3.13900)
H (-3.68608, -3.11851, 2.27517)
H (-10.79447, -5.43561, -4.91020)
H (-2.08419, -1.81710, -0.99597)
H (-12.33275, -4.70985, -4.48657)
H (-10.21721, -4.28043, -1.53584)
H (7.25867, -0.83367, -1.25085)
H (4.32018, -0.78043, 1.26143)

* frontier orbital gap: 5.62 eV
* HOMO level: -10.2744 eV
* charge: +1
* 2S+1: 1

Here are the Mulliken charges for atoms 1 to 99, given in e: F -0.298; O -0.370; O -0.621; O -0.340; O -0.392; O -0.183; N -0.727; N -0.704; N 0.070; N -0.643; N -0.078; N -0.673; C -0.967; C -0.595; C -0.246; C -0.416; C -0.832; C 0.510; C -0.757; C -1.483; C -0.714; C -0.805; C -0.586; C -0.229; C -0.496; C -0.591; C -0.624; C 0.318; C -0.805; C -1.566; C 0.331; C -0.669; C 0.483; C -0.624; C 0.425; C -1.371; C -0.734; C 0.370; C -1.380; C 0.373; C 0.238; H 0.406; H 0.330; H 0.202; H 0.228; H 0.207; H 0.275; H 0.382; H 0.330; H 0.041; H 0.456; H 0.311; H 0.348; H 0.250; H 0.398; H 0.346; H 0.338; H 0.270; H 0.227; H 0.390; H 0.252; H 0.375; H 0.247; H 0.336; H 0.375; H 0.278; H 0.349; H 0.388; H 0.132; H 0.304; H 0.349; H 0.285; H 0.334; H 0.179; H 0.405; H 0.337; H 0.289; H -0.057; H 0.355; H 0.324; H 0.220; H 0.194; H 0.184; H 0.243; H 0.394; H 0.402; H 0.279; H 0.355; H 0.353; H 0.279; H 0.422; H 0.379; H 0.280; H 0.091; H 0.299; H 0.327; H 0.480; H 0.431; H 0.341

Record 4
C6H6O in the gas phase. Source: the OMol25 dataset; level of theory: the ωB97M-V functional and the def2-TZVPD basis.

Cartesian coordinates (Å):
O (3.63482, 0.00098, 0.08478)
C (-0.10637, 0.62904, -0.07950)
C (-0.64353, 1.98611, -0.00174)
C (-0.87254, -1.95344, 0.00572)
C (-0.18703, -0.66667, -0.06726)
C (2.45142, -0.05814, 0.08791)
C (1.21258, -0.09004, -0.20164)
H (-1.92508, -1.81618, -0.23721)
H (-0.79616, 2.25733, 1.04392)
H (-0.42908, -2.67020, -0.68512)
H (-0.79084, -2.36051, 1.01452)
H (0.05158, 2.69748, -0.44435)
H (-1.59977, 2.04426, -0.52002)

* frontier orbital gap: 7.96 eV
* HOMO level: -7.2561 eV
* energy above the lowest of the compared OMol25 structures with the same formula, charge and spin: 347.5 kJ/mol
* 2S+1: 1

Table of Mulliken atomic charges, one value per atom, all in e: O -0.511; C 0.314; C -1.012; C -1.052; C 0.267; C 0.818; C -0.608; H 0.291; H 0.281; H 0.318; H 0.283; H 0.317; H 0.293

Max |F|: 0.0450 0.0134 0.0922 0.0458 (hartree/bohr)
Electronic energy: -85360.3142 -7852.8799 -52992.8516 -8362.9047 (eV)